No. 1
65
Properties=species:S:1:pos:R:3 method="wB97M-V/def2-TZVPD" e_lumo_ev=0.78 orbital_gap_ev=8.785 total_charge=0
C 2.1818 2.4116 -0.5521
C 0.8018 2.6504 0.0512
C 0.7744 3.9787 0.8059
C 0.3900 1.5180 0.9990
C 0.2651 0.1383 0.3238
N 1.5080 -0.5977 0.3790
C 2.0831 -1.1020 -0.7364
O 1.7169 -0.7717 -1.8500
C 3.2215 -2.0984 -0.5246
C 3.9272 -2.0306 0.8302
C 4.6656 -0.7060 0.9978
C 5.7016 -0.5228 -0.1123
C 6.4327 0.8079 0.0410
C 5.0130 -0.6090 -1.4743
C 4.2563 -1.9236 -1.6419
C -0.7797 -0.6996 1.0700
O -0.4206 -1.5625 1.8557
N -2.0815 -0.4173 0.8634
C -2.6391 0.4895 -0.1160
C -3.3927 -0.3167 -1.1844
N -4.4096 -1.1419 -0.5683
C -5.6810 -0.6389 -0.4560
C -6.7190 -1.3261 0.1973
C -7.9822 -0.7771 0.1941
C -8.2065 0.4342 -0.4507
C -7.1263 1.0314 -1.0712
N -5.9068 0.5246 -1.0735
C -3.8354 -2.0461 0.4009
C -3.0919 -1.2520 1.4849
H 2.9248 2.2990 0.2352
H 2.4701 3.2548 -1.1761
H 2.1831 1.5194 -1.1703
H 0.0726 2.7033 -0.7661
H -0.2140 4.1710 1.2180
H 1.0326 4.7987 0.1403
H 1.4909 3.9642 1.6244
H -0.5677 1.7768 1.4569
H 1.1230 1.4354 1.8046
H 0.0133 0.2363 -0.7365
H 1.6618 -1.0553 1.2669
H 2.7538 -3.0864 -0.6329
H 3.2292 -2.1909 1.6551
H 4.6534 -2.8473 0.8694
H 3.9522 0.1190 0.9596
H 5.1601 -0.6808 1.9720
H 6.4350 -1.3350 -0.0398
H 5.7315 1.6361 -0.0386
H 6.9266 0.8665 1.0088
H 7.1850 0.9227 -0.7360
H 4.3114 0.2209 -1.5762
H 5.7568 -0.5147 -2.2686
H 3.7442 -1.9281 -2.6048
H 4.9577 -2.7607 -1.6188
H -1.8659 1.0979 -0.5758
H -3.3520 1.1510 0.3902
H -3.8785 0.3566 -1.8887
H -2.6916 -0.9711 -1.7118
H -6.5499 -2.2733 0.6829
H -8.7936 -1.2912 0.6895
H -9.1835 0.8888 -0.4694
H -7.2276 1.9738 -1.5948
H -4.5985 -2.6722 0.8572
H -3.1219 -2.6941 -0.1192
H -2.5910 -1.9218 2.1850
H -3.8001 -0.6143 2.0257

***

No. 2
24
Properties=species:S:1:pos:R:3 method="wB97M-V/def2-TZVPD" e_lumo_ev=-5.65 orbital_gap_ev=6.615 total_charge=+1
C 1.4009 0.2111 -0.6975
C -1.2132 -0.2168 -0.6117
C 1.8179 -1.1009 0.0548
C -1.4262 -1.3528 0.4602
C -0.0767 0.7185 -0.4710
C 0.9793 -2.2969 -0.3441
C -0.3230 -2.2684 0.2091
C -0.6648 2.9784 0.5553
N -0.2013 1.5437 0.7106
O 0.3634 -3.1231 0.8289
H 1.8740 0.9591 -0.1859
H 1.6561 0.0986 -1.7139
H -1.2392 -0.7596 -1.5853
H -2.1030 0.4447 -0.6438
H 2.8347 -1.1679 -0.1846
H 1.7377 -1.1078 1.2328
H -1.5054 -0.9729 1.5087
H -2.3415 -1.7904 0.1997
H -0.1771 1.4200 -1.3568
H 1.4881 -3.0542 -0.9715
H -0.1010 3.3601 -0.3859
H -1.7452 2.9599 0.4500
H -0.3343 3.4437 1.4465
H -0.7000 1.0740 1.4952

***

No. 3
80
Properties=species:S:1:pos:R:3 method="wB97M-V/def2-TZVPD" e_lumo_ev=1.96 orbital_gap_ev=7.068 total_charge=-1
Rb -1.0816 1.1751 0.4693
O -4.1600 -0.4909 3.1777
C -3.8781 -0.3357 1.9477
N -4.0583 0.6789 1.1617
C -4.7762 1.7661 1.7874
C -4.1766 3.1468 1.6278
C -4.9911 4.2621 1.8573
C -4.4528 5.5270 1.7765
C -3.1073 5.6645 1.4563
C -2.3780 4.5125 1.2320
N -2.8940 3.2844 1.3181
C -3.2785 -1.5903 1.3216
C -4.1249 -2.6895 1.1327
C -3.5998 -3.8672 0.6491
C -2.2342 -3.9383 0.4015
C -1.4780 -2.8066 0.6332
N -1.9754 -1.6452 1.0568
H -5.7831 1.8297 1.3490
H -4.9242 1.6027 2.8639
H -6.0367 4.1145 2.0968
H -5.0726 6.3986 1.9509
H -2.6356 6.6326 1.3720
H -1.3330 4.5697 0.9438
H -5.1727 -2.5839 1.3745
H -4.2418 -4.7233 0.4747
H -1.7644 -4.8416 0.0387
H -0.4059 -2.8213 0.4694
C 4.4498 -0.0162 1.0041
C 3.7751 1.1856 0.4487
N 2.5356 1.2292 0.0161
C 2.3184 2.5326 -0.3704
C 3.4537 3.2760 -0.1467
N 4.3686 2.3951 0.3717
C 3.8716 4.6959 -0.2597
O 2.9706 5.5504 -0.6654
O 5.0074 5.0048 0.0504
C 1.0092 3.0086 -0.9544
O 0.8055 4.2534 -0.8896
O 0.2325 2.1570 -1.4048
H 3.7917 -0.8740 0.8766
H 4.6616 0.1011 2.0673
H 5.3890 -0.2271 0.4904
H 5.3022 2.6670 0.6337
H 2.0765 5.0467 -0.8585
C 1.6685 -1.9636 3.6557
N 0.2556 -2.0986 3.9097
C -0.4541 -3.2795 3.9928
C -1.7516 -2.9426 4.1364
N -1.8231 -1.5744 4.1511
C -0.5899 -1.0441 3.9905
S -0.1476 0.5809 3.8916
H 2.1090 -2.9574 3.6277
H 2.1358 -1.3682 4.4393
H 1.8212 -1.4518 2.7024
H 0.0328 -4.2346 3.9469
H -2.6286 -3.5569 4.2080
H -2.6989 -1.0437 3.9823
C 1.6073 -2.7183 -1.7089
As 0.5859 -1.0346 -1.6436
C -0.8929 -1.6587 -2.7874
C 1.5658 -0.0195 -3.0455
C 2.2156 -0.8298 -4.1049
C 1.5366 -1.1850 -5.2691
C 2.1375 -1.9752 -6.2371
C 3.4372 -2.4254 -6.0643
C 4.1316 -2.0689 -4.9161
C 3.5250 -1.2813 -3.9517
H 1.6699 -3.1176 -2.7212
H 1.1162 -3.4475 -1.0642
H 2.6185 -2.5545 -1.3343
H -0.5216 -2.1368 -3.6941
H -1.5230 -0.8088 -3.0509
H -1.5009 -2.3705 -2.2259
H 2.2845 0.5948 -2.5051
H 0.8129 0.6570 -3.4504
H 0.5273 -0.8225 -5.4227
H 1.5902 -2.2333 -7.1350
H 3.9118 -3.0374 -6.8211
H 5.1507 -2.4018 -4.7683
H 4.0806 -1.0069 -3.0617

***

No. 4
19
Properties=species:S:1:pos:R:3 method="wB97M-V/def2-TZVPD" e_lumo_ev=0.07 orbital_gap_ev=8.241 total_charge=0
C 2.6028 0.0991 -0.0280
C 1.2659 0.8152 0.1193
O 0.5938 0.6052 1.2364
C -0.4601 -0.7145 0.8336
C -1.7292 -0.8383 1.3614
C -0.7162 -0.4713 -0.5884
C -1.6605 0.5930 -1.0965
H 2.4828 -0.9867 0.0905
H 3.2786 0.4490 0.7609
H 3.0664 0.2915 -1.0028
H 0.5482 0.2991 -0.7784
H 1.2636 1.8621 -0.2201
H 0.2251 -1.5333 1.0409
H -2.5083 -0.1167 1.1421
H -1.9736 -1.6102 2.0838
H -0.6148 -1.3476 -1.2250
H -1.3163 0.9147 -2.0840
H -2.6867 0.2301 -1.2174
H -1.6612 1.4595 -0.4285

***

No. 5
14
Properties=species:S:1:pos:R:3 method="wB97M-V/def2-TZVPD" e_lumo_ev=0.65 orbital_gap_ev=11.012 total_charge=0
C -1.2250 -1.5428 -0.2360
C -0.2542 -0.4674 0.0701
C -0.6176 -0.6859 -1.3484
H -0.7901 -2.5641 -0.1331
H -2.2764 -1.5335 0.0365
H -0.7212 0.4712 0.3670
H 0.7372 -0.5858 0.2505
H -1.4022 -0.0574 -1.9414
H 0.2320 -1.0708 -2.0248
O 0.3404 2.1004 2.3790
C 0.8625 1.1894 2.8222
O 1.5007 0.3272 3.2291
N 2.0298 2.4944 -1.3216
N 1.5841 1.9250 -2.1491

***

No. 6
12
Properties=species:S:1:pos:R:3 method="wB97M-V/def2-TZVPD" e_lumo_ev="-0.53 / -0.53" orbital_gap_ev="8.380 / 8.379" total_charge=0
C -2.3480 -1.2612 -1.5639
C -2.9288 -0.4788 -0.4941
C -3.2506 0.6891 0.0751
C -3.6090 1.8160 0.2972
H -1.9867 -2.2435 -1.9278
H -4.0360 2.6780 0.8952
C 3.4699 -0.1424 0.7497
S 2.3812 0.1249 -0.6530
H 4.3899 0.4284 0.7532
H 2.8851 0.1829 1.5387
H 3.7419 -1.1441 0.7001
H 1.2910 -0.6493 -0.3705

***

no.,energy (eV)
1,-34492.873
2,-12049.744
3,-125702.378
4,-8459.509
5,-11320.488
6,-16110.568